# 1
Molecular formula: C54H75N13O3
Method: DFT, ωB97M-V/def2-TZVPD

Atoms and positions in Å:
O -0.8309 0.1512 1.2261
O 0.5561 -0.1020 -0.4396
O -1.1343 -1.4627 -0.2211
N -0.4478 -0.4888 0.2112
N 6.8098 0.9569 -6.6925
N 2.7411 -2.7323 -2.3330
N 3.3892 -3.8002 4.7070
N -0.0127 -1.2394 -4.9533
N -2.0768 4.1250 0.6725
N 0.3161 10.1047 -2.2043
N -1.1754 -2.8328 -4.1213
N -3.0234 4.6084 5.1132
N -5.7493 -2.8854 -0.9514
N 2.1069 -2.3414 3.7209
N -2.1533 -6.0765 4.1348
N -2.8500 2.4470 4.9439
C -2.6131 2.9715 1.4531
C -0.8956 -1.5364 -3.9996
C -2.1038 -4.8689 2.0850
C -2.2563 1.1125 4.8136
C -0.8431 5.1392 -1.0911
C 1.9847 -3.6057 -1.4158
C 2.9339 -3.3723 3.5362
C 5.1749 -0.4936 -4.9845
C -4.1789 2.7478 5.1880
C 3.6136 -2.3851 -4.4784
C 7.0778 0.8937 -5.3757
C -2.3702 5.3469 1.1564
C 5.8666 -3.9483 5.0131
C 4.2542 -1.2307 -4.0580
C 0.1549 -2.3233 -5.7842
C 1.1394 9.0516 -2.0523
C 3.3437 -1.6251 -1.8538
C 0.8306 11.3745 -2.7589
C 2.0357 -2.1049 5.0908
C -0.9632 10.0065 -1.8069
C -0.6527 7.7006 -1.1927
C -4.1872 -5.3395 3.1790
C 4.0649 -0.8333 -2.7223
C 0.4921 0.1100 -5.2138
C -0.9400 1.0201 5.5817
C -3.4804 -5.9200 4.2203
C 5.7752 0.2595 -7.1879
C -1.4509 8.8349 -1.2642
C -1.4744 -5.5832 3.0658
C -1.4389 -6.7034 5.2569
C -5.9979 -4.1600 -0.6187
C 6.3250 0.1380 -4.5036
C 2.7915 -3.0964 -3.6240
C -0.5965 -3.3270 -5.2614
C -4.3005 -4.0472 1.0903
C 7.7547 1.7143 -7.5727
C 4.9508 -0.4694 -6.3618
C 1.4085 -1.5629 2.6937
C -4.2982 4.0888 5.2580
C -4.9170 -2.1355 -0.2081
C -2.0620 -3.6027 -3.2305
C -2.6477 6.0046 5.3393
C -6.5421 -2.2818 -2.0727
C -5.2548 -4.7650 0.3681
C -1.2244 -4.6348 -2.4878
C 2.8634 -2.9870 5.6835
C -3.5056 -4.7933 2.1073
C -1.9142 6.4884 0.5397
C -1.3051 4.0141 -0.4287
C -1.1192 6.4191 -0.5939
C -2.2009 3.6034 4.8562
C -4.1524 -2.6737 0.8070
C 4.5477 -4.6937 4.9096
C 0.6855 7.8345 -1.5992
H 0.6720 12.2236 -2.0975
H 1.5255 -1.2070 5.3907
H -4.9012 1.9573 5.3029
H -2.7335 -4.1230 -3.9139
H -0.5805 0.0023 5.4332
H -6.1753 -2.7075 -3.0030
H 3.3273 -3.6807 2.5817
H -6.6640 -4.7099 -1.2725
H 6.6929 -4.6528 5.0955
H -0.4123 -5.7708 3.1444
H -7.5715 -2.5602 -1.8642
H -0.6823 -5.2818 -3.1785
H 2.2697 -3.9906 -3.9278
H -1.5865 10.8554 -2.0612
H 0.4547 -2.0424 2.4599
H 8.6530 1.1058 -7.6490
H 1.3545 7.0021 -1.4343
H -3.0552 2.2116 0.8116
H 3.7329 -2.7568 -5.4880
H -2.0025 -7.4977 5.7410
H -1.9333 2.5293 2.1690
H -1.1825 3.0035 -0.7907
H 1.0603 -0.6462 3.1657
H 1.5648 0.0787 -5.3893
H 0.3893 0.6863 -4.2944
H -3.0297 5.4192 2.0084
H -5.1251 4.7652 5.4036
H 7.2940 1.8191 -8.5511
H -0.8045 -4.3159 -5.6383
H -6.4278 -1.2037 -2.0834
H 1.9163 11.2840 -2.8067
H 4.3271 -5.3650 5.7372
H -2.5041 8.8365 -1.0116
H 4.5319 0.0572 -2.3241
H -1.1408 3.7474 4.7278
H -5.3444 -5.8345 0.5148
H -0.4992 -7.1141 4.8936
H 2.1777 9.2361 -2.2906
H 4.6062 -5.3535 4.0402
H 7.8911 2.6970 -7.1333
H -0.1630 1.7019 5.2317
H 8.0203 1.3509 -5.0977
H 5.8828 -3.3496 5.9253
H -0.5307 -4.1362 -1.8149
H -3.1179 6.6884 4.6385
H 2.0506 -1.3866 1.8399
H 6.0701 -3.3113 4.1531
H -3.3777 -2.0959 1.2929
H -1.7994 -5.3123 -1.8545
H 1.5889 -4.4577 -1.9566
H -0.3224 4.9704 -2.0234
H -3.9032 -6.2686 5.1545
H 6.5794 0.0900 -3.4549
H 4.1350 -1.0350 -6.7881
H 5.6873 0.2489 -8.2671
H -2.2369 7.4059 1.0154
H -2.9849 0.4233 5.2344
H -1.1931 -5.9830 6.0390
H 3.1705 -1.3590 -0.8228
H -1.5726 -4.4425 1.2446
H 2.6948 -4.0679 -0.7270
H 3.2059 -3.1086 6.6996
H -5.2538 -5.2594 3.3505
H -4.7917 -1.1104 -0.5244
H -2.8725 6.2273 6.3805
H -0.0748 0.5833 -6.0101
H -3.5009 3.4119 1.9078
H -1.5690 6.1074 5.2242
H -1.0692 1.2556 6.6374
H -2.5825 -2.9724 -2.5159
H -1.2696 -0.8766 -3.2361
H -2.0622 0.8350 3.7752
H 1.2162 -3.0406 -0.8929
H 0.5050 11.5559 -3.7809
H 0.7087 -2.1879 -6.6982

Calculated values
**Largest force on an atom**: 1.61 eV/Å
**HOMO energy**: -24.00 eV
**E**: -82633.917 eV
**HOMO-LUMO gap**: 7.790 eV
**Charge**: +8
**ΔE to the lowest compared entry with this formula, charge and spin**: 0.0 kJ/mol
**LUMO level**: -16.21 eV

# 2
Molecular formula: C54H77IO47
Method: DFT, ωB97M-V/def2-TZVPD

Atoms and positions in Å:
I -2.9736 -3.2690 -1.7726
O -12.8181 2.4208 -1.6610
O -8.2281 5.0461 0.9975
O -5.8470 3.8325 3.1570
O -10.4852 0.6383 3.2007
O -3.4105 3.4609 -3.4347
O -11.0034 2.2837 4.6187
O 6.8994 -1.7680 -0.6031
O -1.3796 -0.0880 -8.5111
O 1.5784 -0.9731 -3.5923
O -1.8746 1.4646 4.3777
O 11.9158 1.8900 -4.2129
O 8.2981 -3.0426 5.6106
O 6.0710 -3.0114 5.4015
O -3.2314 1.1572 -8.8371
O 7.3769 -3.9353 -0.1968
O -6.2325 1.6770 3.6950
O 8.3025 -7.6106 6.7205
O 10.5231 -0.2113 -10.8856
O 8.3563 -7.4461 8.9653
O 9.7549 1.1238 -9.2644
O -0.0012 2.3781 3.5179
O -12.2194 1.9863 2.7420
O -8.1207 2.8580 0.4679
O 8.6565 1.0066 -11.2301
O 6.7220 -2.5837 1.4809
O -5.0330 -0.6940 9.4970
O -5.6277 -2.1381 2.4042
O -10.1104 3.9171 0.5740
O 11.0199 0.5332 -5.7513
O 5.7345 1.2498 -2.1815
O -2.0738 1.3079 -6.9075
O -4.8533 3.3016 -1.7343
O 6.6799 -6.5018 7.8239
O -14.7608 1.5023 -1.0423
O 7.8400 0.4407 -2.1434
O 7.4294 2.5446 -2.8411
O 1.5067 -1.7831 -5.6327
O -3.1884 4.8153 -1.6463
O -5.6085 -1.6213 0.2297
O -0.7042 2.9393 5.5867
O -5.2552 -3.7476 0.8593
O -3.1757 0.3045 8.7540
O -4.5479 2.2283 2.3139
O 12.8508 1.7458 -6.2597
O -14.6931 2.8828 -2.8244
O 7.0941 -1.4730 6.6932
O -5.1495 0.7347 7.7567
C 3.6499 -1.2719 -4.9082
C -1.9316 2.7285 6.2922
C -5.3874 2.4911 -2.7894
C -5.6381 -0.6996 2.3275
C -2.3188 0.8244 -8.1556
C -0.6817 -1.9259 -3.2483
C -5.6001 2.5058 3.1099
C 7.0749 1.3260 -2.3660
C -12.5824 1.7977 -0.3912
C -2.4316 1.4374 5.6968
C 5.9270 -2.0523 -4.0673
C 7.1495 -2.4169 5.9725
C -4.5187 0.1684 8.5886
C -10.0082 1.4908 5.2796
C -14.1443 2.3229 -1.9318
C -9.2711 6.0226 0.9196
C -4.1847 2.2811 -3.6787
C -3.7601 3.9445 -2.2201
C 10.6600 1.4518 -3.6777
C 12.0122 1.4238 -5.4807
C -5.4792 -2.6152 1.1455
C -9.4014 0.7270 4.1302
C 7.9409 -4.2546 4.9341
C 10.7892 0.3294 -8.6712
C 7.0331 -2.8660 0.1864
C 6.5823 -1.1654 1.5947
C 2.1594 -1.3786 -4.7400
C 5.1915 2.5671 -2.3380
C 7.6375 -6.6402 9.9029
C 10.3599 0.2383 -4.5154
C 11.5390 -0.1792 -9.8777
C -8.7589 3.8442 0.6599
C 6.2314 3.2454 -3.1973
C 4.4670 -1.7561 -3.6988
C -4.7540 4.5042 2.5141
C -6.0809 -0.4550 0.9069
C -10.5154 5.1855 1.0967
C 6.3155 -6.4249 9.2041
C -3.9412 -1.3345 10.1634
C 0.8091 -2.0293 -2.9432
C -2.8179 -0.3412 9.9799
C 6.5523 -3.9536 4.4323
C 9.5554 0.6732 -10.5294
C -1.3863 -3.3056 -3.2579
C -1.0401 0.5095 -6.3257
C -4.2048 3.4307 1.6100
C -2.0266 -3.6527 -4.6328
C -13.7463 0.8477 -0.2731
C -0.7826 2.2705 4.4059
C -0.3327 -0.0509 -7.5334
C 7.8269 -7.2252 7.7374
C 6.4749 -3.3361 -3.4622
C 6.2550 -0.7568 0.1796
C -11.3279 1.6605 3.4591
H 0.4628 0.6053 -7.8935
H -1.1175 -1.3737 -2.4216
H -5.6437 0.4434 0.4771
H -2.6010 3.5688 6.0942
H -10.7942 5.0609 2.1450
H 3.8996 -1.9001 -5.7564
H -4.6871 3.4134 0.6331
H -9.2893 2.1233 5.7944
H -6.3160 -0.2771 3.0464
H -4.1797 -1.5159 11.2084
H -5.7909 1.5610 -2.3963
H 3.9210 -0.2521 -5.1818
H -3.5966 1.4078 -3.3889
H 5.9164 -4.8353 4.3982
H 6.0486 3.1094 -4.2646
H 11.4079 0.9272 -8.0153
H 4.4939 -0.9326 -2.9846
H -0.8678 -1.3539 -4.1408
H -1.9293 -2.8555 -5.3645
H 5.0950 3.0272 -1.3531
H 9.9211 2.2432 -3.8102
H 5.7972 -0.9089 2.3029
H -3.5174 1.3840 5.6576
H -6.1872 3.0431 -3.2854
H -14.0687 0.7051 0.7552
H -0.3913 1.1161 -5.6973
H 8.6403 -4.4700 4.1297
H -2.7837 0.4062 10.7748
H 10.3290 -0.4738 -8.0942
H -1.5001 -0.2658 -5.7163
H -4.4439 2.1993 -4.7314
H 12.3307 0.5019 -10.1960
H -11.3693 5.5742 0.5471
H 0.9572 -1.8845 -1.8787
H 7.5351 -7.1548 10.8552
H 6.0510 -2.1039 -5.1524
H -9.0565 -0.2637 4.4178
H 1.2343 -2.9753 -3.2724
H -8.5821 1.2647 3.6568
H 6.0132 -4.2410 -3.8531
H -0.6643 -4.0843 -3.0408
H 6.5566 -1.2269 -3.7416
H 7.9593 -5.0773 5.6507
H 7.5269 -0.7444 1.9452
H 10.7444 1.2170 -2.6204
H 9.2944 0.0909 -4.6733
H -2.0529 0.5588 6.2213
H 6.6394 0.2240 -0.0682
H -4.0376 4.8198 3.2758
H -10.4946 0.8400 6.0089
H -13.5398 -0.1276 -0.7197
H -3.7413 -2.2890 9.6733
H 6.3275 4.3075 -2.9873
H -7.1676 -0.4026 0.8083
H -4.6311 -0.3302 2.5212
H -5.1004 5.3790 1.9702
H -9.1538 6.7761 1.6948
H -3.1288 3.5059 1.4723
H 8.1851 -5.7088 10.0589
H 0.0767 -1.0413 -7.3642
H 4.2117 2.5278 -2.8077
H -11.6197 1.2929 -0.3789
H -3.0811 -3.8634 -4.5019
H -1.7578 2.6603 7.3630
H -12.5903 2.5608 0.3849
H 3.9643 -2.5819 -3.1952
H -9.2273 6.5077 -0.0573
H 5.1828 -0.7824 -0.0274
H -1.8428 -0.8152 9.8974
H 6.4670 -3.3448 -2.3843
H 6.5570 -3.4798 3.4504
H 5.5928 -7.2137 9.4221
H 7.5307 -3.4130 -3.7311
H 5.8673 -5.4607 9.4323
H 11.9641 -1.1685 -9.7255
H -1.5807 -4.5737 -5.0017
H 10.7865 -0.6752 -4.0972

Calculated values
**Largest force on an atom**: 2.88 eV/Å
**HOMO energy**: -9.29 eV
**E**: -161581.022 eV
**HOMO-LUMO gap**: 9.077 eV
**Charge**: 0
**LUMO level**: -0.21 eV

# 3
Molecular formula: C54H86N8O18
Method: DFT, ωB97M-V/def2-TZVPD

Atoms and positions in Å:
O -4.1417 -4.1305 0.8906
O 0.1757 -3.3991 3.1473
O -2.6876 0.8456 0.9939
O 5.1674 -0.4974 -4.6394
O -2.4369 1.3526 3.7601
O 3.1309 -5.0648 -2.9293
O -2.0686 0.1191 -5.0703
O 2.7138 -3.6396 1.1281
O 3.7286 -1.5136 -0.2997
O 6.1771 4.2989 -2.1437
O -2.3897 -5.4119 -1.1515
O -3.8833 5.3116 0.9757
O 1.6931 -0.4296 7.5779
O 4.3003 3.9151 3.7125
O -1.4438 -2.3845 -5.7183
O -5.0184 3.8247 -3.7972
O 1.8745 -0.3549 -1.8408
O 6.1090 2.0068 3.1365
N 3.1522 4.5609 1.8725
N -2.9041 -0.0984 5.4386
N -4.0037 1.2461 -4.9596
N -4.5129 -1.8938 0.9251
N 2.9009 -2.8789 -3.2052
N -4.0400 3.7935 2.6132
N 1.2661 -4.5321 -0.4329
N -4.6273 5.2485 -2.1207
C 2.3526 -4.5781 0.4305
C 0.0820 -1.8894 6.4734
C 5.9214 3.0937 -2.6441
C -1.8096 -3.1043 -4.5897
C 5.1226 -3.6367 -2.7205
C 2.0382 -1.1952 5.3245
C 2.9999 -5.9593 0.4967
C 2.2041 2.7750 3.1520
C 3.6204 -3.9581 -2.9431
C 1.2495 -1.1509 6.4603
C 1.5887 -2.8374 -3.7426
C 5.3407 1.2005 2.3880
C -2.5328 -2.7708 2.0493
C -4.1470 6.2674 -3.0031
C 4.3006 0.7273 0.2643
C 0.8818 0.1878 0.2813
C 4.6196 2.7362 -2.9416
C 6.7341 1.0357 -3.6850
C -1.3955 -5.1501 -3.3509
C -1.1248 1.5463 5.7416
C 4.5244 -1.0472 1.8726
C -2.1425 0.9504 4.9113
C 2.1037 4.4110 0.8520
C -4.8058 2.9298 -1.5348
C -2.5447 -2.5823 -3.4992
C -1.9039 2.3878 -4.3666
C -4.0845 -0.7582 4.7840
C 0.4179 -3.4084 -0.4836
C -1.8690 4.4816 1.8561
C -0.5069 -0.0648 -1.7339
C -2.7937 -3.3673 -2.3654
C -0.2882 -2.6092 5.2998
C 6.9638 2.2162 -2.9841
C -4.8212 0.1051 -5.4117
C -5.5915 -1.7970 -0.0718
C 3.3192 3.7493 2.9825
C -1.5046 0.6138 0.3434
C -1.3157 -4.3648 -4.4856
C -3.3577 4.5781 1.7921
C -2.2483 -4.6500 -2.2693
C -4.9161 4.0195 -2.5920
C -1.5837 0.2142 -0.9906
C 5.0489 -0.0954 2.7404
C 5.4199 0.7620 -4.0319
C -5.4537 3.6944 2.5799
C 1.7525 -1.9184 4.1809
C -2.6850 1.1628 -4.7898
C -0.2712 0.5405 1.0304
C -3.7576 -2.9933 1.1811
C 4.1583 -0.6432 0.6176
C 0.5297 -2.6030 4.1961
C 4.3214 1.5836 -3.6736
C 4.9092 1.6204 1.1349
C 0.7422 -0.0869 -1.0674
H 7.9801 2.4528 -2.5613
H -5.8329 4.6009 2.1150
H -1.8910 -2.1226 1.4502
H -3.9691 5.8486 -3.9860
H 5.1529 2.6677 0.7502
H -1.5537 2.5441 6.0425
H -0.5457 -0.3805 -2.8051
H 3.3266 1.3209 -3.8867
H -0.5924 -1.9247 7.2818
H 4.0727 1.1432 -0.6966
H 1.8391 0.0725 0.8247
H -5.9183 3.5422 3.5337
H -0.2891 0.4993 2.0808
H -4.9872 -0.4346 5.2555
H -0.6674 -4.6584 -5.2811
H -2.1324 -3.6674 2.5039
H -1.3768 5.4174 1.7640
H -4.4430 2.1689 -4.7555
H 1.3403 3.2919 3.5597
H -1.7283 3.0094 -5.2630
H 3.9038 5.2148 1.7022
H -0.4925 -3.8297 -0.9528
H -0.9903 2.0063 -3.9330
H -4.0237 -1.8183 4.6422
H 5.5013 -4.4109 -2.0264
H -3.4912 3.2601 3.2718
H 1.6644 5.3793 0.7513
H -0.2164 1.7985 5.1626
H 1.9929 2.2833 2.2241
H -5.2170 1.9877 -1.9393
H -5.8042 0.5329 -5.5095
H 0.2703 -3.0878 0.5054
H -5.2933 -2.1527 -1.0457
H -2.6401 -0.3554 6.3859
H -1.5544 3.9515 2.7289
H 1.5458 -2.9244 -4.8303
H 0.8916 -3.3530 2.5151
H -5.7632 2.8416 1.9752
H -2.6056 0.1839 -1.4065
H 6.0034 -0.9455 -4.8104
H 1.3804 3.6732 1.1339
H 2.5725 4.0680 -0.0675
H 5.6041 2.8277 3.1829
H 7.1330 4.4293 -2.0575
H -2.8923 -1.5506 -3.4981
H 2.5930 -0.6709 -1.2990
H -6.5238 -2.2684 0.2708
H -4.8917 -0.7684 -4.7322
H -5.3969 3.2989 -0.6782
H -1.6893 3.9487 0.9000
H 7.5570 0.3310 -3.8185
H -2.6524 1.1793 1.8778
H -1.2433 -3.0616 5.2737
H -1.7572 -1.4893 -5.5482
H 5.2955 -2.7055 -2.2382
H -5.9432 -0.8088 -0.2393
H 2.2191 -0.9108 8.2084
H -3.4175 -2.9997 -1.5505
H 3.3883 -2.0102 -3.1741
H -4.4174 5.1867 -1.1235
H 2.4458 -1.9104 3.3394
H 2.5488 -6.6302 -0.2290
H 3.3326 -2.2830 0.1663
H -3.7503 2.7941 -1.2939
H 0.9474 -3.6432 -3.4073
H 0.7841 -2.5414 -1.1085
H -4.4272 -0.3411 -6.3287
H -2.8566 -2.2244 2.9636
H 1.0740 -1.9081 -3.4814
H 5.4175 -0.4025 3.7206
H 3.0150 -0.7111 5.4104
H -4.8370 7.1069 -3.0586
H -3.2409 6.6855 -2.4650
H 5.6230 -3.7667 -3.7162
H -4.0511 -0.3717 3.7731
H -3.0336 -5.0593 -0.5463
H -0.9365 -6.1160 -3.2952
H -0.8619 1.0047 6.6576
H -4.0810 -1.0487 1.2110
H 4.0695 -5.7492 0.2812
H 2.9383 -6.3384 1.5024
H 4.4078 -2.1338 2.0895
H 3.8366 3.4505 -2.6097
H 1.3408 -5.1499 -1.1850
H 2.4484 2.0056 3.8561
H -2.5809 2.9645 -3.7158

Calculated values
**Largest force on an atom**: 4.91 eV/Å
**HOMO energy**: -7.26 eV
**E**: -106172.156 eV
**HOMO-LUMO gap**: 7.376 eV
**Charge**: 0
**LUMO level**: 0.11 eV